DFT (ωB97M-V/def2-TZVPD) results for 8 unconnected molecules or ions with the total composition C39H52N8O14 at a distorted geometry.

Each line ends with the Mulliken charge.
Element x y z (Å)
C 0.667 3.557 -1.469  -1.35
C 0.513 3.061 -2.914  1.53
C 1.531 1.873 -3.036  -0.73
C 1.077 0.713 -3.997  -0.50
C -0.317 0.235 -3.682  -0.99
C -1.380 1.409 -3.793  1.23
N -0.888 2.556 -2.888  1.28
O -1.778 3.376 -2.481  -0.41
C -2.678 0.841 -3.324  -1.47
C -1.558 1.901 -5.250  -1.77
C 0.658 4.060 -4.112  -1.53
H 0.074 4.377 -1.272  0.54
H 1.815 3.773 -1.636  0.45
H 0.420 2.810 -0.756  -0.11
H 1.873 1.354 -2.016  -0.05
H 2.557 2.272 -3.358  0.49
H 1.666 -0.272 -3.931  0.00
H 1.300 0.966 -5.048  0.50
H -0.333 -0.266 -2.718  0.19
H -0.675 -0.560 -4.444  0.55
H -2.777 0.652 -2.068  -0.11
H -2.926 -0.240 -3.684  0.41
H -3.613 1.443 -3.691  0.40
H -2.373 2.554 -5.494  0.49
H -2.144 1.025 -5.848  0.36
H -0.750 2.267 -5.777  0.38
H 1.750 4.598 -4.239  0.32
H 0.007 4.907 -4.121  0.45
H 0.533 3.569 -5.070  0.31
N 0.314 -0.173 0.496  0.69
O -0.729 0.424 -0.046  -0.41
O 1.342 0.512 0.439  -0.58
O 0.294 -1.272 0.998  -0.37
C -4.620 -3.121 0.582  -0.81
C -3.045 -2.934 0.640  -0.37
C -2.035 -3.656 -0.340  -0.30
C -2.764 -4.691 -1.283  0.12
C -4.301 -4.836 -1.274  -0.53
C -5.076 -4.159 -0.300  -0.75
N -1.846 -5.468 -2.225  0.84
O -2.350 -5.745 -3.401  -0.52
O -0.633 -5.425 -2.020  -0.52
H -5.122 -2.515 1.225  0.66
H -2.681 -2.185 1.411  0.42
H -1.102 -3.335 -0.373  0.85
H -4.581 -5.640 -1.961  0.38
H -5.988 -4.338 -0.428  0.55
C 3.285 -0.408 3.124  0.03
C 3.726 0.821 4.133  -0.73
C 5.118 1.302 4.031  -0.63
C 5.911 0.948 2.716  0.04
C 5.348 -0.032 1.733  -0.48
C 4.035 -0.753 2.084  0.24
N 7.250 1.485 2.530  0.78
O 7.677 2.381 3.355  -0.54
O 8.119 0.924 1.753  -0.53
H 2.291 -0.953 3.199  0.04
H 2.993 1.034 4.763  0.71
H 5.616 1.935 4.776  0.39
H 6.056 -0.503 1.008  0.38
H 3.732 -1.532 1.438  0.17
C -5.841 1.259 0.877  -0.75
C -6.432 1.846 2.213  -0.79
C -5.452 1.544 3.370  -0.36
C -4.095 0.941 3.164  -0.31
C -3.636 0.427 1.831  1.05
C -4.640 0.670 0.677  -0.32
N -3.269 0.617 4.353  0.86
O -3.651 0.981 5.504  -0.57
O -2.069 0.319 4.031  -0.46
H -6.541 1.419 0.114  0.46
H -7.229 2.505 2.289  0.49
H -5.786 1.818 4.474  0.29
H -2.693 -0.157 1.524  0.19
H -4.487 0.357 -0.424  0.20
C -1.886 4.671 0.703  -0.15
C -1.495 6.006 1.362  -0.56
C -0.081 5.959 2.219  -0.48
C 0.465 4.618 2.586  -0.02
C -0.026 3.269 1.872  -0.23
C -1.338 3.459 0.917  -0.08
N 1.617 4.537 3.481  0.85
O 2.028 3.382 3.951  -0.49
O 2.181 5.561 3.854  -0.56
H -2.838 4.824 0.112  0.31
H -2.016 7.132 1.147  0.23
H 0.241 7.011 2.664  0.33
H 0.502 2.300 2.017  0.66
H -1.835 2.498 0.537  0.14
C 4.300 -1.568 -3.011  0.01
O 4.486 -0.566 -2.306  -0.56
N 3.268 -2.420 -2.658  0.38
C 2.918 -3.665 -3.498  -0.85
C 2.373 -2.103 -1.543  -1.97
H 4.676 -1.979 -3.873  0.37
H 1.970 -3.531 -3.910  0.37
H 2.917 -4.521 -2.829  0.31
H 3.692 -3.868 -4.425  0.24
H 1.953 -1.113 -1.450  0.22
H 2.784 -2.429 -0.549  0.46
H 1.615 -2.611 -1.327  0.95
C 1.338 -6.069 3.953  -0.22
O 0.541 -6.325 4.865  -0.62
N 1.263 -4.815 3.363  0.20
C 2.089 -4.559 2.179  -0.89
C 0.417 -3.768 3.829  -0.52
H 1.803 -6.827 3.803  0.61
H 1.752 -3.732 1.484  0.12
H 1.720 -5.277 1.429  0.46
H 3.184 -4.494 2.391  0.28
H 0.946 -2.944 3.644  -0.02
H 0.422 -3.669 4.870  0.42
H -0.657 -3.800 3.528  0.23


DFT (ωB97M-V/def2-TZVPD) results for a single C3H6N6O3 molecule at a distorted geometry.

Computed properties:
SMILES string: O=NN1CN(N=O)CN(N=O)C1

Each line ends with the natural charge from an NBO analysis.
Element x y z (Å)
C -0.663 1.049 -0.251  -0.15
C 1.595 0.122 -0.507  -0.09
C 0.440 -0.361 1.477  -0.09
H -1.804 0.730 -0.634  0.30
H -0.673 2.283 0.154  0.22
H 2.188 1.033 -0.078  0.22
H 2.050 -0.199 -1.477  0.27
H 0.998 0.712 1.875  0.20
H 0.132 -1.141 2.210  0.26
N -1.997 -0.667 1.090  0.28
N -0.829 0.180 0.919  -0.32
N 0.379 0.629 -1.048  -0.31
N 1.303 -0.843 0.603  -0.33
N 0.810 -2.066 -0.129  0.26
N 0.047 0.373 -2.378  0.26
O -2.991 -0.311 0.442  -0.34
O -0.072 -2.762 0.410  -0.28
O -0.912 1.238 -2.677  -0.37


Kohn-Sham gap (computed, eV): 4.383; 9.319
Energy above the lowest of the compared OMol25 structures with the same formula, charge and spin (computed, kcal/mol): 76.0; 194.2